ORCA calculation (wB97M-V/def2-TZVPD) on a cluster of 9 separate species, C4H28N2O8S2 in total at a distorted geometry.

XYZ file:
```
44
Properties=species:S:1:pos:R:3:forces:R:3:mulliken_charge:R:1
S -3.59431 0.74930 1.36565 -0.30 0.45 0.04 -0.235
S -2.10337 -0.61370 1.41050 0.18 -0.48 -0.14 -0.056
C -0.59382 0.29973 1.02489 0.26 0.21 0.14 0.006
C 0.57095 -0.68990 0.95836 0.54 0.35 -0.54 -0.738
C 1.89753 -0.01312 1.40777 -0.41 -0.25 0.23 -0.971
N 2.72563 -0.99125 2.11224 0.03 0.06 -0.50 -0.549
N 0.62422 -1.23612 -0.40778 -0.36 -1.09 0.16 0.299
C 1.47298 -2.43665 -0.52380 -0.07 0.15 0.21 -1.192
H -3.92494 0.75433 0.05812 0.15 -0.12 0.02 0.131
H -0.66461 0.82916 0.07104 -0.27 -0.21 0.03 -0.551
H -0.41617 1.07140 1.77193 -0.18 -0.19 0.08 0.759
H 0.42460 -1.53641 1.63485 -0.20 0.03 0.10 0.762
H 1.63635 0.86459 2.01230 0.18 -0.02 0.02 0.412
H 2.45077 0.35059 0.53878 -0.10 -0.04 -0.02 0.420
H 3.64047 -0.59704 2.28080 0.00 -0.12 0.32 0.232
H 2.27159 -1.26515 2.97482 0.23 0.14 0.16 0.240
H 1.01696 -0.54592 -1.04136 -0.06 -0.14 0.43 0.315
H 1.60834 -2.66159 -1.58047 -0.05 -0.15 0.00 0.341
H 2.44737 -2.32705 -0.04418 0.06 0.16 -0.09 0.392
H 1.00234 -3.28389 -0.02010 -0.10 -0.09 -0.12 0.318
H 1.12386 1.61450 -1.30192 -0.05 0.39 -0.16 0.312
H 2.12741 1.18242 -2.41691 0.14 0.13 -0.05 0.305
O 1.49683 0.84562 -1.77695 0.41 0.36 -0.46 -0.755
H -2.31583 -1.54181 -2.17294 0.06 -0.08 0.29 0.278
H -1.10876 -0.91873 -1.45874 0.29 -0.13 0.16 0.357
O -1.81136 -0.71706 -2.10888 -1.47 -1.57 1.19 -0.706
H -1.34386 0.00148 -3.24453 0.46 -0.25 -0.37 0.562
H 0.06788 0.54994 -2.95498 -0.50 0.05 -0.70 0.466
O -0.70072 0.66163 -3.56248 3.45 -0.57 -2.90 -0.976
H 0.22897 -0.16128 3.99941 0.10 -0.19 0.14 0.309
H -0.15085 -1.52348 4.55841 -0.33 -0.25 0.09 0.313
O 0.60686 -0.97591 4.36380 0.14 0.48 -0.22 -0.645
H 0.16625 3.79324 -1.29686 0.02 0.17 -0.07 0.240
H -0.80693 2.57554 -1.27087 -0.52 -0.10 -0.42 0.379
O 0.03349 2.93812 -0.88416 0.52 0.15 0.51 -0.735
H -0.05508 3.79294 2.23767 0.02 -0.04 -0.09 0.298
H 0.29150 3.00760 0.94423 -0.03 0.19 0.42 0.365
O 0.44887 3.03979 1.91317 0.04 0.15 -0.22 -0.647
H -2.13897 1.02893 -2.05829 -0.32 0.63 0.37 0.397
H -1.34053 1.78758 -3.03147 0.18 0.08 -0.53 0.559
O -1.91445 1.95306 -2.26261 -2.12 1.83 2.44 -0.898
H -1.07566 -2.88401 -0.71624 -0.03 0.06 0.13 0.262
H -2.45949 -3.49072 -0.38661 0.20 0.11 -0.06 0.323
O -1.86231 -3.28067 -1.11563 -0.19 -0.24 -0.05 -0.697
```
Positions in Å, forces in eV/Å.

Properties
ΔE to the lowest compared entry with this formula, charge and spin	0.0	kcal/mol
SMILES string	CN[C@@H](CN)CSS.O.O.O.O.O.O.O.O
orbital gap	8.9727	eV
E_HOMO	-8.682	eV